[1]
Below is a structure of composition C32H33CaF4N5O4, with properties calculated with ωB97M-V with the def2-TZVPD basis set.

The geometry in ORCA input format:
```
! RIJCOSX wB97M-V def2-TZVPD def2/J DEFGRID3
* xyz -2 1
Ca -1.09 1.11 0.94
C -0.32 -3.64 1.47
C -0.04 -3.63 -0.03
N 0.51 -2.38 -0.53
C 0.47 -2.36 -1.99
C 1.25 -3.46 -2.72
C 1.80 -2.04 0.04
C 2.29 -0.60 -0.21
N 1.71 0.36 0.73
C 2.52 1.22 1.34
C 1.97 2.06 2.37
F 0.64 1.97 2.61
C 2.68 2.95 3.12
F 2.03 3.66 4.08
C 4.04 3.16 2.95
C 4.61 2.41 1.93
F 5.93 2.58 1.66
C 3.91 1.51 1.16
F 4.63 0.95 0.14
H -0.99 -4.46 1.71
H -0.80 -2.71 1.77
H 0.59 -3.77 2.06
H -0.97 -3.80 -0.56
H 0.63 -4.48 -0.26
H 0.82 -1.39 -2.35
H -0.59 -2.42 -2.28
H 2.31 -3.45 -2.45
H 1.18 -3.31 -3.79
H 0.87 -4.46 -2.50
H 2.59 -2.73 -0.32
H 1.74 -2.18 1.11
H 2.06 -0.31 -1.24
H 3.37 -0.65 -0.15
H 4.61 3.85 3.55
O -3.80 -0.04 4.23
C -2.80 0.14 3.54
O -2.62 0.94 2.58
C -1.56 -0.69 3.89
C -1.57 -1.56 4.98
C -0.41 -2.23 5.32
C 0.74 -1.99 4.57
C 0.66 -1.13 3.49
N -0.47 -0.51 3.15
H -2.50 -1.68 5.53
H -0.39 -2.91 6.16
H 1.68 -2.47 4.81
H 1.51 -0.91 2.87
N 0.06 0.99 -2.50
C -1.03 1.53 -3.15
C -0.86 2.67 -3.95
C -1.91 3.19 -4.68
C -3.16 2.58 -4.64
C -3.33 1.45 -3.84
C -2.29 0.91 -3.08
C -2.57 -0.28 -2.22
C -3.18 -1.37 -2.83
C -3.61 -2.47 -2.09
C -3.43 -2.44 -0.71
C -2.79 -1.35 -0.12
C -2.30 -0.24 -0.83
H 0.75 1.68 -2.22
H -0.20 0.39 -1.73
H 0.11 3.14 -3.97
H -1.76 4.08 -5.28
H -3.99 2.98 -5.20
H -4.30 0.98 -3.77
H -3.34 -1.36 -3.91
H -4.08 -3.31 -2.58
H -3.78 -3.27 -0.10
H -2.69 -1.38 0.96
N 1.90 3.29 -1.15
C 1.10 4.49 -0.91
C -0.28 4.18 -0.30
O -1.07 5.12 -0.21
O -0.45 2.98 0.08
H 1.65 2.62 -0.42
H 2.89 3.48 -1.04
H 0.92 5.03 -1.85
H 1.58 5.20 -0.22
*
```

Molar mass, g mol⁻¹: 667.72
HOMO-LUMO gap, eV: 6.5730
E_HOMO, Ha: -0.0772
Lowest unoccupied orbital energy, eV: 4.4722
Energy, eV: -78673.902

=====

[2]
Below is a cluster of 6 separate species, C31H54N3O26S6 in total at a distorted geometry, with properties calculated with ωB97M-V with the def2-TZVPD basis set.

The geometry in ORCA input format:
```
! RIJCOSX wB97M-V def2-TZVPD def2/J DEFGRID3
* xyz 1 1
C 6.54 -4.36 1.08
C 5.89 -4.27 -0.46
O 5.73 -5.41 -1.13
N 5.59 -2.88 -0.96
C 4.52 -2.90 -2.07
C 3.58 -1.55 -1.76
C 2.88 -0.93 -3.12
C 2.26 0.54 -2.71
C 0.68 0.53 -2.28
N 0.55 1.89 -1.57
C 0.78 1.70 -0.05
C 0.86 0.07 0.30
C 0.16 -0.47 -1.08
C 0.01 -2.08 -1.36
C -1.62 -2.35 -1.62
C -1.96 -3.87 -2.13
O -0.99 -4.80 -2.21
N -3.37 -4.28 -2.59
C -4.29 -3.49 -1.65
C -5.16 -2.16 -2.10
C -6.08 -1.35 -0.97
C -6.07 -1.93 0.58
C -5.22 -3.27 1.07
C -4.33 -4.03 -0.07
H 7.24 -3.40 1.17
H 5.67 -4.19 1.85
H 7.15 -5.35 1.26
H 5.07 -2.42 -0.15
H 3.83 -3.85 -2.02
H 5.05 -2.76 -3.13
H 4.34 -0.74 -1.35
H 2.79 -1.88 -0.96
H 3.75 -0.71 -3.90
H 2.13 -1.65 -3.65
H 2.43 1.27 -3.63
H 2.88 0.94 -1.78
H -0.03 0.38 -3.22
H 1.30 2.57 -1.83
H -0.46 2.20 -1.73
H -0.22 2.19 0.39
H 1.62 2.34 0.45
H 0.00 -0.03 1.09
H 1.89 -0.36 0.65
H -0.97 -0.12 -0.93
H 0.33 -2.65 -0.37
H 0.67 -2.49 -2.25
H -1.89 -1.61 -2.53
H -2.14 -2.02 -0.63
H -3.49 -3.89 -3.57
H -5.10 -1.78 -3.23
H -6.68 -0.38 -1.31
H -6.69 -1.38 1.43
H -5.19 -3.68 2.17
H -3.67 -4.98 0.21
C -0.67 -1.42 5.37
C 0.58 -1.06 6.16
O 1.61 -0.90 5.19
S 0.95 -0.34 3.81
O 1.14 1.10 3.77
O 1.35 -1.21 2.73
O -0.61 -0.64 4.18
H -0.66 -2.48 5.08
H -1.59 -1.20 5.92
H 0.85 -1.82 6.89
H 0.45 -0.10 6.68
C 8.57 -1.18 3.65
C 8.03 0.20 4.03
O 6.71 0.24 3.50
S 6.07 -1.26 3.54
O 5.26 -1.38 4.72
O 5.59 -1.58 2.21
O 7.47 -2.07 3.79
H 8.89 -1.20 2.61
H 9.40 -1.49 4.29
H 8.64 1.01 3.63
H 7.96 0.31 5.12
C -10.92 -1.18 4.34
C -10.99 -1.09 2.82
O -10.04 -0.09 2.46
S -8.81 -0.12 3.53
O -7.74 -0.90 2.95
O -8.62 1.22 4.05
O -9.54 -1.02 4.67
H -11.48 -0.36 4.81
H -11.30 -2.13 4.72
H -11.99 -0.82 2.46
H -10.68 -2.03 2.35
C -4.77 2.18 1.92
C -3.52 2.54 2.71
O -2.49 2.70 1.74
S -3.15 3.26 0.36
O -2.96 4.69 0.32
O -2.75 2.39 -0.72
O -4.71 2.96 0.73
H -4.76 1.12 1.63
H -5.69 2.39 2.47
H -3.25 1.77 3.44
H -3.65 3.50 3.23
C -3.06 7.96 -3.21
C -3.23 6.70 -4.04
O -2.44 5.71 -3.40
S -2.42 6.00 -1.80
O -3.41 5.15 -1.18
O -1.05 6.06 -1.35
O -3.01 7.52 -1.85
H -2.11 8.46 -3.43
H -3.88 8.67 -3.35
H -2.92 6.84 -5.08
H -4.28 6.36 -4.03
C 6.77 0.17 -5.60
C 8.00 0.93 -5.10
O 7.90 2.23 -5.70
S 6.33 2.62 -5.85
O 5.95 3.45 -4.73
O 6.08 3.00 -7.22
O 5.71 1.13 -5.61
H 6.92 -0.19 -6.62
H 6.52 -0.67 -4.95
H 8.94 0.45 -5.40
H 7.98 1.06 -4.02
*
```

Molar mass, g mol⁻¹: 1077.17
HOMO-LUMO gap, eV: 7.9971
E_HOMO, Ha: -0.3634
Lowest unoccupied orbital energy, eV: -1.8906
Energy, eV: -155708.313

=====

Which formula does entry 1 have? C32H33CaF4N5O4

=====

What is the formula in the first record? C32H33CaF4N5O4